195
Properties=species:S:1:pos:R:3:forces:R:3 method="wB97M-V/def2-TZVPD" e_lumo_ev=0.3 e_tot_ha=-3290.7377 relative_energy_kj_mol=124.3 homo_ha=-0.302 orbital_gap_ev=8.510
C -9.744671 9.911960 8.730996 1.1 1.3 -1.1
C -8.621684 9.969238 9.801429 -0.1 -0.9 -0.1
C -7.302902 9.340001 9.251945 -1.1 -0.1 -1.2
C -6.459602 10.245513 8.309870 -0.1 -2.3 1.6
C -6.254386 11.557744 8.988872 -0.2 0.2 -0.9
C -7.547456 12.231134 9.502257 0.8 1.4 0.0
N -8.333485 11.324708 10.309339 0.8 -1.8 0.1
O -9.483342 11.902978 10.897991 0.1 0.2 -0.4
C -6.939577 13.294664 10.443846 0.2 0.3 0.7
C -8.297678 12.906896 8.340025 -0.8 0.7 -0.1
C -9.033439 9.076094 10.963882 0.1 0.0 1.1
H -9.690498 9.098007 8.004612 -0.1 -0.7 0.7
H -9.483062 10.726949 8.046502 -0.5 0.3 0.1
H -10.753526 10.069549 9.102781 0.0 -0.1 0.1
H -6.820690 8.788190 10.058334 0.6 0.7 0.1
H -7.647302 8.542739 8.583332 -0.1 -0.2 0.3
H -6.922264 10.149096 7.326789 -0.2 1.0 0.0
H -5.514108 9.705307 8.198745 0.2 0.3 -0.1
H -5.738580 12.201428 8.269489 -0.2 0.5 0.3
H -5.573798 11.450252 9.832220 0.0 -0.4 0.0
H -7.574499 13.824486 11.158881 -0.6 0.2 -0.7
H -6.230706 12.845572 11.145767 0.1 -0.4 -0.3
H -6.360915 13.999810 9.844901 -0.2 0.2 0.1
H -9.371767 12.935142 8.538573 0.0 -0.3 0.0
H -8.086158 13.973804 8.221651 0.5 -0.1 0.2
H -8.140899 12.495809 7.341653 0.1 -0.4 0.2
H -8.394735 9.246839 11.837523 0.0 0.3 -0.1
H -8.876519 8.012479 10.773561 -0.3 0.0 -0.5
H -10.058452 9.256607 11.288376 0.0 -0.1 -0.1
H -9.199752 12.001529 11.812754 -0.2 0.1 0.0
C -1.147098 5.950066 7.384575 -0.1 0.8 0.3
C -2.388510 5.082732 7.686644 1.5 -0.3 -0.7
C -1.834099 4.016317 8.618178 -0.2 -0.5 1.2
C -2.907933 3.103679 9.214721 0.4 1.1 1.1
C -4.002530 3.963997 9.870966 -0.8 -0.7 -0.1
C -4.539989 5.167166 9.078487 -0.6 -0.8 0.5
N -3.441122 5.843551 8.374742 0.5 0.1 0.4
O -3.977468 6.881510 7.569050 0.3 -0.4 -0.5
C -5.656625 4.646510 8.144678 -0.2 0.4 -1.1
C -5.140517 6.173704 10.093550 0.2 0.4 -1.2
C -2.788154 4.466056 6.325165 -0.3 0.0 1.3
H -0.414802 5.405772 6.787333 -0.2 -0.2 -0.2
H -0.611774 6.222819 8.296478 -0.2 0.1 0.1
H -1.383370 6.879727 6.861885 -0.1 -0.1 -0.1
H -0.991078 3.464344 8.196344 -0.3 -0.1 -0.6
H -1.334400 4.505592 9.461440 -0.3 0.3 0.1
H -2.499991 2.604453 10.096464 0.3 -0.6 -0.5
H -3.327143 2.373462 8.524766 0.0 0.0 -0.1
H -3.835655 4.280764 10.902774 1.0 0.1 -0.2
H -4.807020 3.234752 10.022989 -0.4 0.4 -0.1
H -5.968428 5.373109 7.385683 0.2 0.3 0.2
H -5.328738 3.800494 7.537391 0.0 -0.2 0.3
H -6.610161 4.391059 8.608873 0.3 -0.2 0.6
H -4.359191 6.853201 10.434469 0.1 -0.1 0.1
H -5.834622 6.776539 9.505062 -0.2 0.1 0.4
H -5.626413 5.721895 10.955615 -0.1 -0.2 -0.2
H -3.668721 3.853278 6.510248 -0.2 0.2 -0.7
H -2.007099 3.792532 5.978512 0.2 0.3 -0.2
H -2.937260 5.323688 5.673353 -0.3 -0.5 -0.5
H -4.322668 6.422047 6.780720 -0.2 0.3 0.0
C -5.371726 11.479308 4.416710 0.0 -1.0 -0.7
C -4.753344 10.079031 4.136677 -0.2 1.1 0.6
C -4.601007 9.831408 2.646614 0.8 -0.8 -0.3
C -3.432619 10.546501 2.028021 -1.0 1.1 -1.7
C -2.164265 10.444302 2.796544 0.0 0.7 0.2
C -2.225792 10.721906 4.312275 -0.9 0.2 -0.7
N -3.423447 9.984756 4.780977 -0.1 -1.4 -0.5
O -3.637787 9.953009 6.185722 0.7 0.4 -0.2
C -0.980666 10.093679 4.884643 0.2 -0.6 1.5
C -2.242365 12.225966 4.635973 -0.4 0.4 0.6
C -5.686817 8.987684 4.648105 -0.3 -0.8 -0.2
H -5.365477 11.673133 5.489715 0.1 0.1 0.0
H -6.397103 11.443721 4.035927 -0.1 0.2 0.1
H -4.821393 12.220529 3.839575 0.0 0.2 0.3
H -4.315163 8.777616 2.524707 -0.2 -0.2 0.3
H -5.520269 9.901787 2.062299 -0.2 0.4 0.3
H -3.602894 11.578147 1.692427 -0.6 0.2 0.8
H -3.279719 10.132620 1.022660 0.2 -0.4 0.1
H -1.587726 11.288245 2.410543 1.0 -0.7 -0.2
H -1.810786 9.434592 2.581602 0.8 0.2 0.3
H -0.882404 10.216962 5.971073 -0.5 0.0 0.1
H -1.046274 9.016845 4.716775 0.4 0.0 -0.2
H -0.025653 10.511292 4.562709 -0.3 0.0 -0.8
H -1.250238 12.652262 4.799237 0.1 -0.2 0.0
H -2.731757 12.904884 3.933306 -0.1 -0.4 -0.3
H -2.803523 12.343651 5.567053 0.2 0.0 0.1
H -6.029434 8.974817 5.680510 0.4 0.4 0.1
H -5.232246 8.016476 4.446243 0.2 0.0 0.2
H -6.601868 8.958496 4.049610 0.1 0.3 -0.1
H -3.230598 9.110382 6.426193 -0.2 0.0 0.3
C -0.147764 10.668520 -0.333473 0.3 -0.9 -0.3
C 1.115006 10.602808 -1.240256 -1.1 2.1 0.2
C 2.033517 11.764369 -0.828736 1.4 0.2 -0.5
C 2.801551 11.546889 0.454496 -1.1 -0.6 0.5
C 3.543372 10.208465 0.388137 -0.7 1.3 0.5
C 2.622493 9.045393 -0.016390 2.1 -1.7 1.6
N 1.874696 9.359736 -1.210428 0.3 1.1 -0.5
O 1.123973 8.255933 -1.669752 -0.5 -0.2 0.5
C 3.585181 7.867992 -0.350089 0.3 0.4 -2.1
C 1.865068 8.552752 1.256565 -1.6 0.8 -0.4
C 0.650934 10.926550 -2.677721 0.9 -0.9 -0.3
H -0.933490 10.014713 -0.721860 0.1 -0.3 0.1
H -0.610377 11.654378 -0.312594 0.4 0.2 0.1
H 0.148091 10.325316 0.655470 -0.5 0.3 0.2
H 2.822358 11.860344 -1.586926 -0.2 0.0 -0.3
H 1.478737 12.703377 -0.840470 -0.1 -0.1 0.1
H 2.061335 11.482939 1.263985 0.1 0.0 0.2
H 3.487905 12.339138 0.754360 -0.1 0.2 -0.4
H 3.850110 10.089923 1.429820 0.4 -0.7 -0.2
H 4.430140 10.345709 -0.233142 -0.1 -0.4 -0.2
H 3.973009 8.057360 -1.362472 -0.5 0.0 -0.2
H 4.567021 7.830108 0.124305 -0.6 0.0 1.2
H 3.074519 6.910405 -0.423144 0.1 -0.1 0.4
H 1.501751 9.369520 1.889359 0.3 0.1 0.0
H 0.929485 8.085326 0.934342 0.2 -0.4 0.0
H 2.409626 7.870779 1.904383 0.3 0.0 -0.3
H 0.196751 11.894426 -2.887044 -0.5 -0.1 0.8
H 0.005549 10.086960 -2.939939 -0.3 0.4 -0.6
H 1.513576 10.977417 -3.350946 0.1 -0.5 0.0
H 1.200460 8.291845 -2.628873 0.3 0.0 0.0
C 1.100635 15.209311 5.872670 0.7 0.9 -0.4
C -0.043221 15.668390 4.998143 -0.6 -1.0 0.0
O -1.268284 15.633617 5.737896 0.0 0.2 0.2
H 2.001986 15.381886 5.274977 0.1 -0.3 0.1
H 1.094662 14.170684 6.191992 -0.3 0.0 0.0
H 1.206613 15.873198 6.731779 -0.2 -0.2 0.2
H -0.183884 14.965655 4.168343 0.3 0.2 -0.1
H 0.152465 16.654974 4.574844 0.0 0.1 0.2
H -1.829803 16.355528 5.445110 -0.1 0.0 0.0
C -11.497482 10.645177 5.402510 0.5 0.4 0.8
C -10.689294 10.331049 4.147804 -1.4 -0.6 0.7
O -9.286148 10.420577 4.326216 -0.1 0.0 -0.2
H -11.265133 10.088142 6.315410 0.5 -0.5 -0.4
H -12.558596 10.431576 5.270880 -0.1 0.5 -0.4
H -11.276175 11.670666 5.714148 -0.6 0.2 -0.2
H -11.071120 10.970124 3.348498 0.3 0.1 -0.1
H -10.974429 9.312968 3.876812 0.6 -0.1 -0.3
H -9.065857 11.358134 4.350116 0.1 0.0 0.1
C 2.620468 10.613850 6.107760 0.4 -0.5 -1.1
C 1.910330 11.452507 7.077595 -0.9 0.3 2.5
O 1.526357 10.638651 8.207363 -0.1 -0.4 -0.2
H 1.977096 9.797725 5.768466 -0.1 0.2 -0.1
H 3.509749 10.116064 6.494515 0.1 0.4 0.2
H 2.871026 11.243458 5.249021 0.2 -0.3 -0.1
H 0.984412 11.887064 6.676231 0.3 0.1 -0.3
H 2.488072 12.236450 7.582263 0.3 0.3 -1.1
H 1.577251 11.201427 8.981325 -0.2 -0.1 0.1
C -6.310479 16.215850 5.609005 1.6 0.9 0.9
C -5.971735 14.779062 5.988571 -2.6 0.5 -1.4
O -7.025873 14.010558 5.332471 0.9 -0.6 -0.4
H -5.707675 16.826716 6.299609 -0.4 0.3 0.1
H -7.353695 16.508928 5.671436 -0.1 -0.3 0.2
H -5.917192 16.536859 4.642834 -0.2 -0.5 -0.3
H -6.167551 14.587927 7.044880 1.0 0.2 0.1
H -4.995269 14.555016 5.558733 0.1 -0.4 0.6
H -6.614813 13.181074 5.055820 -0.3 0.1 0.1
C -0.593756 13.982859 1.591129 0.0 -1.0 -0.5
C -1.997464 13.788112 1.044515 -0.3 0.4 0.9
O -2.216969 14.597018 -0.092344 0.1 -0.4 0.0
H -0.449349 13.382109 2.492934 -0.1 0.0 0.0
H -0.344958 15.009364 1.850143 -0.1 0.1 -0.3
H 0.069440 13.563238 0.831357 0.4 0.4 0.1
H -2.688549 14.018729 1.870527 -0.3 0.3 -0.2
H -2.221551 12.744561 0.809150 0.4 -0.1 -0.1
H -2.820798 14.090270 -0.658409 -0.2 0.6 0.1
C -8.203408 6.865330 2.844452 0.4 -1.6 0.2
O -8.727854 8.095801 2.417469 0.0 -0.1 0.7
H -8.794166 5.990767 2.547183 -0.3 0.4 -0.7
H -7.191745 6.691457 2.462816 0.0 0.2 -0.1
H -8.152634 6.661644 3.920855 0.0 0.9 0.2
H -8.693320 8.667167 3.196932 -0.2 0.4 -0.3
C -2.779457 12.280114 8.234543 -0.7 0.5 -1.1
O -2.051039 13.505823 8.184226 0.2 -0.4 0.5
H -2.254743 11.402013 7.857087 0.4 0.0 0.3
H -3.207942 12.098634 9.216183 0.4 0.2 0.2
H -3.631355 12.391026 7.555453 -0.2 -0.2 0.1
H -1.859911 13.711895 7.261971 0.0 0.1 0.0
C -6.312375 13.173743 1.247682 0.2 -1.1 1.1
O -6.378354 12.165197 0.236061 0.0 0.7 -0.6
H -7.262076 13.287320 1.771650 -0.1 0.2 -0.2
H -5.592544 12.818990 1.988868 0.1 0.3 0.1
H -5.948596 14.124405 0.869269 -0.2 -0.1 -0.5
H -6.803622 11.363992 0.547912 0.0 0.1 0.2
C -3.689116 12.289963 -1.916714 -0.6 0.1 0.5
O -4.523412 13.374191 -1.481512 0.6 -0.1 -0.2
H -3.358587 11.730469 -1.036463 0.0 -0.3 -0.1
H -4.263983 11.650649 -2.586356 0.3 -0.2 -0.1
H -2.791952 12.661591 -2.408371 -0.2 0.2 -0.2
H -5.222989 12.980174 -0.933439 0.1 -0.1 -0.2
C -5.884194 4.419820 4.079007 -1.3 1.5 -1.0
O -5.371955 5.559766 4.769331 0.5 -0.4 0.3
H -6.713577 4.030016 4.664148 0.5 -0.6 0.4
H -6.412672 4.855479 3.221884 0.0 -0.4 -0.3
H -5.174028 3.708623 3.661757 0.2 -0.2 0.7
H -4.808645 6.039197 4.154260 0.0 0.0 0.0